(1)
This record from the OMol25 dataset describes a cluster of 2 separate species, C4H5NO in total at a distorted geometry. The level of theory is the ωB97M-V functional and the def2-TZVPD basis.

Structure (XYZ):
```
11
Properties=species:S:1:pos:R:3:forces:R:3:nbo_charge:R:1
C 1.297232 -0.174901 0.367568 0.593 0.374 -0.932 0.449
C -1.377988 1.005765 -0.224917 -0.101 0.902 -0.198 0.706
C 1.690653 -0.828182 -0.670988 -0.568 0.583 0.840 -0.670
C -1.866570 -0.151608 -0.055627 -1.536 -4.180 -0.074 -0.801
N 1.243346 0.578570 1.284442 -1.458 1.606 3.349 -0.635
O -0.980661 2.073784 -0.320715 0.745 1.690 -0.308 -0.455
H 2.124301 -0.294985 -1.434551 0.743 0.920 -1.814 0.240
H 1.554553 -1.830403 -0.655090 -0.115 -2.993 -0.382 0.229
H -2.169336 -0.829102 -0.920906 0.547 1.259 1.356 0.280
H -1.883941 -0.571177 0.971794 -0.044 0.399 -0.896 0.270
H 0.368412 1.022238 1.658989 1.195 -0.560 -0.942 0.386
```
Positions in Å, forces in eV/Å.

Computed properties:
- LUMO level: 0.77 eV
- Structure (SMILES): C=C=N.C=C=O
- HOMO level: -8.748 eV
- Electronic energy: -7763.418 eV
- ΔE to the lowest compared entry with this formula, charge and spin: 299.9 kJ/mol
- Kohn-Sham gap: 0.34969 Ha
- Charge: 0


(2)
This record from the OMol25 dataset describes a structure of composition C11H23CaN5O6 at a distorted geometry. The level of theory is the ωB97M-V functional and the def2-TZVPD basis.

Structure (XYZ):
```
46
Properties=species:S:1:pos:R:3:forces:R:3:nbo_charge:R:1
O -4.832662 -0.597871 -2.205264 0.029 0.255 -0.536 -0.717
H -5.149371 -1.241882 -2.861017 0.143 0.508 0.325 0.463
Ca -0.211844 -0.024331 -0.115975 -0.964 -0.449 1.505 1.717
N 0.102982 0.417035 1.916173 -1.239 -0.273 5.717 -0.302
N -1.660762 1.308155 0.150147 -3.541 5.335 2.752 -0.228
N 1.663873 -0.924868 -0.289867 2.816 -4.099 -2.606 -0.213
N -0.269638 -0.278554 -2.059506 2.263 -1.827 -5.953 -0.350
O 1.028709 -0.164330 2.752831 -2.322 0.255 3.096 -0.693
O 2.696792 -1.286266 0.578389 2.252 -6.184 0.265 -0.572
O -1.247765 0.127121 -2.911031 -0.451 -0.434 -0.842 -0.533
O -2.264992 1.892246 -0.834241 -0.235 -0.754 0.927 -0.542
C -1.693404 1.874979 1.417351 -0.302 -0.861 -2.180 0.047
C -0.709624 1.396813 2.356964 1.141 -1.847 -0.302 0.232
C 1.927027 -1.165270 -1.620214 -0.687 0.511 2.048 0.060
C 0.868179 -0.765883 -2.571839 -1.690 0.401 1.067 0.232
C -0.550906 1.844575 3.758654 -0.278 0.784 0.835 -0.669
H 0.467961 2.222865 3.918411 -0.107 -0.289 -0.056 0.239
H -0.705257 1.005994 4.450996 0.218 0.098 -0.275 0.252
H -1.235429 2.648477 4.072971 0.151 -0.303 -0.385 0.216
C -2.714956 2.908872 1.682071 -0.347 0.817 0.172 -0.665
H -3.710511 2.517882 1.429185 0.224 0.113 -0.130 0.233
H -2.537477 3.785216 1.044380 -0.162 -0.149 0.026 0.236
H -2.766755 3.266682 2.717354 0.231 -0.249 -0.214 0.214
C 3.183822 -1.802684 -2.040456 1.265 0.172 -1.153 -0.662
C 1.083053 -0.930121 -4.035079 0.389 0.045 -0.739 -0.687
H 3.686872 -2.401151 -1.278166 -0.402 0.297 0.125 0.252
H 3.905838 -1.043004 -2.385749 0.067 -0.285 -0.069 0.217
H 3.006650 -2.486928 -2.888855 -0.033 0.380 0.246 0.230
H 0.475851 -0.262245 -4.651528 -0.152 -0.073 0.419 0.256
H 0.853533 -1.958844 -4.350440 0.065 0.202 0.155 0.243
H 2.125552 -0.723863 -4.308059 -0.168 -0.179 0.168 0.232
H 2.215317 -0.941763 1.525173 -0.311 -2.762 -1.307 0.516
H -2.022185 0.259487 -2.319494 0.370 0.619 -0.366 0.510
C -4.012833 -1.316410 -1.306271 -0.923 -1.018 0.112 -0.264
H -3.869350 -0.793184 -0.361246 0.402 0.476 -0.453 0.196
H -3.124983 -1.725585 -1.785696 0.533 0.444 0.164 0.159
H -4.580726 -2.188671 -1.022907 -0.103 -0.678 0.422 0.164
O -0.589509 -2.074410 0.944137 -0.131 0.435 -0.358 -0.950
H 0.155126 -1.953612 0.302733 -0.099 -1.229 1.220 0.452
H -0.558335 -1.284449 1.552065 0.303 -1.263 0.228 0.486
C 3.999831 0.495958 2.173489 6.626 0.242 3.416 -0.779
C 2.862719 0.362052 1.549643 -15.778 2.151 -9.388 0.471
N 1.596805 0.370374 0.789532 11.841 10.728 2.213 -0.551
H 4.168903 -0.298383 2.949649 -0.158 0.581 -0.406 0.281
H 4.068443 1.480511 2.703158 -0.267 -0.677 -0.363 0.309
H 4.875438 0.449265 1.467445 -0.480 0.032 0.459 0.261
```
Positions in Å, forces in eV/Å.

Computed properties:
- LUMO level (alpha / beta): -1.36 / -1.35 eV
- HOMO level (alpha / beta): -6.649 / -6.680 eV
- Electronic energy: -49932.545 eV
- ΔE to the lowest compared entry with this formula, charge and spin: 1511.4 kJ/mol
- Kohn-Sham gap (alpha / beta): 0.19449 / 0.19572 Ha
- Charge: 0